No. 1
The following is a DFT calculation (ωB97M-V/def2-TZVPD) of a 2-piece molecular cluster, C6H14ClFSi overall at a distorted geometry.

```
23
Properties=species:S:1:pos:R:3:nbo_charge:R:1
C 0.976 -1.716 -1.337 -0.64
C 1.114 -1.644 1.130 -0.62
C -1.006 -1.068 0.010 -0.62
C -2.970 2.774 -1.418 -0.50
C 0.985 1.605 1.607 -0.37
C 0.524 -0.929 -0.048 -0.46
F -0.285 2.221 1.821 -0.39
Si 1.059 0.916 -0.241 1.22
Cl 3.044 0.915 -0.918 -0.41
H 0.374 -1.431 -2.232 0.23
H 2.095 -1.741 -1.302 0.22
H 0.801 -2.822 -1.216 0.20
H 2.176 -1.476 0.983 0.21
H 0.853 -2.683 1.077 0.22
H 0.869 -1.095 2.062 0.20
H -1.341 -0.766 0.998 0.21
H -1.486 -0.427 -0.644 0.21
H -1.345 -2.088 -0.113 0.21
H -2.653 3.734 -1.724 0.17
H -3.904 2.529 -1.881 0.16
H -2.509 2.074 -0.702 0.18
H 1.690 2.400 1.936 0.21
H 0.940 0.719 2.151 0.18
```

Output
2S+1 = 1
lowest unoccupied orbital energy (spin up / spin down) = -1.45 / 0.16 eV
HOMO-LUMO gap (spin up / spin down) = 7.407 / 8.431 eV
molecular weight = 168.7 g mol⁻¹
energy above the lowest of the compared OMol25 structures with the same formula, charge and spin = 560.97 kJ/mol



No. 2
The following is a DFT calculation (ωB97M-V/def2-TZVPD) of a 2-piece molecular cluster, C6H14ClO2P overall at a distorted geometry.

```
24
Properties=species:S:1:pos:R:3:nbo_charge:R:1
C 2.191 -1.668 -1.510 -0.72
C 2.045 -0.746 0.865 -0.70
C -2.060 -0.302 1.109 -1.01
C -1.963 2.108 -0.557 -1.01
C -0.265 0.093 -1.246 -0.24
C 1.414 -1.484 -0.256 0.05
O 0.106 1.376 1.112 -1.11
O 0.618 0.843 -1.915 -0.68
P -0.909 0.826 0.219 1.88
Cl 0.259 -2.677 0.297 -0.04
H 3.255 -1.765 -1.126 0.22
H 2.079 -0.864 -2.355 0.26
H 1.941 -2.597 -2.069 0.23
H 3.128 -1.023 1.166 0.20
H 1.479 -0.885 1.759 0.23
H 1.955 0.261 0.626 0.25
H -2.536 0.134 1.968 0.25
H -2.856 -0.711 0.514 0.24
H -1.343 -1.040 1.583 0.26
H -1.646 2.206 -1.578 0.24
H -3.052 1.820 -0.419 0.24
H -1.756 2.941 0.037 0.24
H -0.589 -0.732 -1.690 0.19
H 0.718 1.792 -1.466 0.50
```

Output
2S+1 = 1
lowest unoccupied orbital energy (spin up / spin down) = 0.50 / 0.55 eV
HOMO-LUMO gap (spin up / spin down) = 7.940 / 8.111 eV
molecular weight = 184.6 g mol⁻¹
energy above the lowest of the compared OMol25 structures with the same formula, charge and spin = 255.57 kJ/mol



No. 3
The following is a DFT calculation (ωB97M-V/def2-TZVPD) of C6H14CoN3 as an isolated structure at a distorted geometry.

```
24
Properties=species:S:1:pos:R:3:nbo_charge:R:1
C -0.649 -0.428 -2.597 -0.92
Co -0.671 -1.355 -0.722 0.51
N -1.193 -2.394 0.955 -1.10
H -0.737 -2.746 -1.293 -0.53
H -0.439 -2.434 1.646 0.38
H -1.481 -1.259 -1.956 0.18
H -0.428 -0.976 -3.521 0.20
H 0.310 -0.033 -2.224 0.24
H -1.283 0.433 -2.831 0.20
H -2.009 -1.975 1.414 0.36
H -1.442 -3.356 0.719 0.38
N 1.931 -0.711 0.929 -0.85
C 1.195 0.430 0.803 0.39
C 1.685 1.659 1.272 -0.43
C 0.899 2.799 1.130 -0.36
C -0.400 2.652 0.611 -0.27
C -0.851 1.398 0.223 -0.13
N -0.031 0.307 0.238 -0.73
H 1.696 -1.560 0.415 0.39
H 2.855 -0.650 1.328 0.37
H 2.691 1.683 1.701 0.17
H 1.278 3.782 1.415 0.18
H -1.062 3.516 0.493 0.19
H -1.865 1.217 -0.147 0.17
```

Output
2S+1 = 4
lowest unoccupied orbital energy (spin up / spin down) = 3.93 / 3.59 eV
HOMO-LUMO gap (spin up / spin down) = 4.005 / 6.883 eV
molecular weight = 187.1 g mol⁻¹
energy above the lowest of the compared OMol25 structures with the same formula, charge and spin = 0.00 kJ/mol
charge = -1



No. 4
The following is a DFT calculation (ωB97M-V/def2-TZVPD) of C6H14CuINOS as an isolated structure at a distorted geometry.

```
25
Properties=species:S:1:pos:R:3:nbo_charge:R:1
C 2.299 -1.450 -0.018 -0.62
C 2.712 0.042 0.112 -0.47
C 1.517 1.000 0.350 -0.24
I 2.425 3.006 0.507 0.86
C 0.504 1.095 -0.849 -0.12
O -0.351 -0.033 -0.916 -0.51
C -1.715 0.267 -0.795 -0.05
C -2.383 -0.884 0.043 -0.26
N -2.877 -0.389 1.340 -0.72
S -1.631 0.375 2.275 0.17
H 1.417 -1.621 -0.646 0.23
H 3.136 -1.963 -0.517 0.26
H 2.194 -1.952 0.953 0.24
H 3.360 0.114 1.004 0.24
H 3.333 0.361 -0.740 0.23
H 1.012 0.855 1.314 0.25
H 1.106 1.163 -1.773 0.22
H -0.020 2.060 -0.761 0.19
H -1.933 1.234 -0.314 0.22
H -2.235 0.190 -1.834 0.02
H -1.595 -1.634 0.247 0.22
H -3.161 -1.376 -0.556 0.22
H -3.113 -1.225 1.869 0.40
H -0.551 -0.455 2.082 0.07
Cu -3.453 1.221 -2.377 0.97
```

Output
2S+1 = 2
lowest unoccupied orbital energy (spin up / spin down) = -8.93 / -11.55 eV
HOMO-LUMO gap (spin up / spin down) = 6.634 / 4.014 eV
molecular weight = 338.7 g mol⁻¹
charge = +2



No. 5
The following is a DFT calculation (ωB97M-V/def2-TZVPD) of C6H14ErO3 as an isolated structure at a distorted geometry.

```
24
Properties=species:S:1:pos:R:3:nbo_charge:R:1
H -0.312 2.233 -1.347 0.20
C -1.922 -0.511 -1.976 -0.29
H -2.679 -1.300 -2.072 0.27
H -1.529 -0.298 -2.975 0.23
H -2.385 0.349 -1.475 0.25
C 0.648 2.487 -0.790 -0.30
O 1.193 1.273 -0.287 -0.69
C 1.080 1.134 1.139 -0.12
C 1.639 -0.218 1.531 -0.13
O 1.173 -1.237 0.635 -0.66
C -0.026 -1.972 0.931 -0.13
C -1.202 -1.374 0.186 -0.12
O -0.813 -1.071 -1.159 -0.70
H 0.389 3.155 0.042 0.27
H 1.372 2.964 -1.461 0.26
H 0.020 1.220 1.419 0.22
H 1.651 1.937 1.624 0.28
H 1.356 -0.468 2.560 0.28
H 2.731 -0.220 1.441 0.25
H -0.212 -1.967 2.011 0.28
H 0.154 -3.004 0.612 0.26
H -1.518 -0.433 0.662 0.22
H -2.045 -2.078 0.183 0.28
Er 1.236 -0.599 -1.436 2.58
```

Output
2S+1 = 4
lowest unoccupied orbital energy (spin up / spin down) = -13.51 / -13.38 eV
HOMO-LUMO gap (spin up / spin down) = 10.015 / 10.164 eV
molecular weight = 301.4 g mol⁻¹
charge = +3



No. 6
The following is a DFT calculation (ωB97M-V/def2-TZVPD) of C6H14FKNO2S as an isolated structure at a distorted geometry.

```
26
Properties=species:S:1:pos:R:3:nbo_charge:R:1
C -0.009 2.747 0.292 -0.63
C -0.594 1.533 -0.524 -0.43
C -1.464 0.537 0.303 -0.25
N -0.731 -0.476 1.114 -0.62
C 0.276 -1.252 0.376 -0.23
C -0.270 -1.988 -0.897 -0.42
C 0.751 -1.744 -2.065 -0.59
S -0.015 0.148 2.520 2.41
O 0.068 -0.917 3.543 -0.86
O 1.350 0.662 2.236 -0.91
F -0.912 1.339 3.137 -0.44
H -0.204 3.666 -0.296 0.23
H 1.072 2.588 0.440 0.22
H -0.520 2.886 1.261 0.22
H 0.238 1.070 -1.087 0.18
H -1.271 1.968 -1.292 0.23
H -2.050 1.153 1.020 0.24
H -2.226 0.006 -0.299 0.22
H 1.167 -0.642 0.115 0.17
H 0.640 -2.034 1.078 0.25
H -0.272 -3.080 -0.704 0.24
H -1.301 -1.728 -1.179 0.24
H 1.590 -2.524 -2.004 0.14
H 1.270 -0.729 -1.997 0.15
H 0.271 -1.757 -3.065 0.26
K 3.147 -1.432 -2.026 0.99
```

Output
2S+1 = 1
lowest unoccupied orbital energy = -4.20 eV
HOMO-LUMO gap = 8.859 eV
molecular weight = 222.3 g mol⁻¹
charge = +1



No. 7
The following is a DFT calculation (ωB97M-V/def2-TZVPD) of C6H14FN2O2Pt as an isolated structure at a distorted geometry.

```
26
Properties=species:S:1:pos:R:3:nbo_charge:R:1
Pt 0.593 3.058 0.237 0.69
F 0.410 1.383 0.466 -0.57
C 0.441 -0.388 -1.456 0.48
O 1.006 -1.478 -1.352 -0.63
N 0.053 0.056 -2.714 -0.44
C 0.175 -0.804 -3.903 -0.42
C -0.066 1.539 -2.977 -0.41
H 0.255 0.346 -0.656 0.15
H 1.216 -0.868 -4.221 0.20
H -0.350 -0.301 -4.715 0.21
H -0.140 -1.834 -3.739 0.23
H 0.844 2.015 -3.344 0.20
H -0.816 1.734 -3.743 0.22
H -0.371 2.168 -2.142 0.18
C -0.213 -2.108 2.624 0.48
O 0.306 -2.927 3.365 -0.35
N -0.211 -0.765 2.885 -0.06
C -1.098 0.089 2.032 -0.51
C 0.534 -0.097 3.905 -0.47
H -0.731 -2.295 1.670 0.18
H -1.871 0.701 2.496 0.27
H -1.614 -0.490 1.267 0.24
H -0.562 0.865 1.486 0.31
H 1.206 0.680 3.543 0.27
H -0.227 0.417 4.493 0.26
H 1.230 -0.697 4.492 0.28
```

Output
2S+1 = 3
lowest unoccupied orbital energy (spin up / spin down) = -4.48 / -8.14 eV
HOMO-LUMO gap (spin up / spin down) = 7.249 / 3.581 eV
molecular weight = 360.3 g mol⁻¹
energy above the lowest of the compared OMol25 structures with the same formula, charge and spin = 261.65 kJ/mol
charge = +1



No. 8
The following is a DFT calculation (ωB97M-V/def2-TZVPD) of C6H14MnN2SSbSe4 as an isolated structure.

```
29
Properties=species:S:1:pos:R:3:nbo_charge:R:1
Mn 0.395 -0.158 -0.700 0.88
C -0.685 2.081 1.039 -0.22
C -0.594 1.166 2.260 -0.22
N 0.064 -0.081 1.924 -0.69
C -0.470 -1.281 2.517 -0.22
C -1.809 -1.684 1.884 -0.54
S -1.675 -1.847 0.082 0.25
C -2.790 -0.553 -0.537 -0.53
C -2.565 0.884 -0.060 -0.23
N -1.173 1.337 -0.129 -0.71
H 0.315 2.441 0.789 0.24
H -1.313 2.950 1.274 0.18
H -1.596 0.930 2.627 0.18
H -0.095 1.714 3.069 0.20
H 1.076 -0.030 1.914 0.42
H -0.618 -1.190 3.604 0.17
H 0.248 -2.087 2.359 0.22
H -2.594 -0.965 2.116 0.21
H -2.125 -2.646 2.285 0.23
H -3.819 -0.842 -0.313 0.22
H -2.653 -0.612 -1.619 0.26
H -2.925 0.995 0.965 0.19
H -3.203 1.523 -0.679 0.21
H -1.024 1.879 -0.978 0.42
Se 3.458 2.402 -3.309 -0.76
Sb 2.695 0.226 -2.617 1.06
Se 0.187 0.138 -3.179 -0.81
Se 2.777 0.231 -0.040 -0.84
Se 3.606 -1.888 -3.310 -0.76
```

Output
2S+1 = 6
lowest unoccupied orbital energy (spin up / spin down) = 1.97 / 1.96 eV
HOMO-LUMO gap (spin up / spin down) = 5.650 / 5.638 eV
molecular weight = 638.8 g mol⁻¹
energy above the lowest of the compared OMol25 structures with the same formula, charge and spin = 0.00 kJ/mol
charge = -1



No. 9
The following is a DFT calculation (ωB97M-V/def2-TZVPD) of a 2-piece molecular cluster, C6H14N2 overall at a distorted geometry.

```
22
Properties=species:S:1:pos:R:3:nbo_charge:R:1
C -1.577 -1.088 0.758 -0.18
C 0.921 -0.484 1.491 -0.42
C -2.282 -0.034 1.573 -0.64
N 0.017 -0.662 0.358 -0.60
H 0.363 -1.437 -0.203 0.36
H -2.116 -1.357 -0.144 0.23
H -1.405 -1.999 1.346 0.18
H 1.955 -0.393 1.155 0.20
H 0.879 -1.330 2.187 0.18
H 0.638 0.421 2.026 0.20
H -1.692 0.269 2.437 0.20
H -2.493 0.851 0.981 0.24
H -3.227 -0.435 1.947 0.22
C 1.071 1.335 -1.379 -0.50
C 1.872 0.406 -2.296 -0.59
C -0.267 0.784 -1.081 0.32
N -1.426 0.839 -1.308 -0.48
H 0.944 2.318 -1.841 0.24
H 1.600 1.474 -0.430 0.22
H 1.377 0.309 -3.263 0.22
H 1.971 -0.589 -1.864 0.20
H 2.876 0.800 -2.452 0.21
```

Output
2S+1 = 1
SMILES string = CCC#N.CCNC
lowest unoccupied orbital energy = 0.85 eV
HOMO-LUMO gap = 8.953 eV
molecular weight = 114.2 g mol⁻¹
energy above the lowest of the compared OMol25 structures with the same formula, charge and spin = 216.12 kJ/mol



No. 10
The following is a DFT calculation (ωB97M-V/def2-TZVPD) of a single C6H14N2 molecule at a distorted geometry.

```
22
Properties=species:S:1:pos:R:3:nbo_charge:R:1
C -1.171 1.492 -0.440 -0.61
C -1.582 -0.267 1.284 -0.63
C -0.715 0.125 0.080 -0.01
N -0.743 -0.866 -0.959 -0.57
H -1.221 -1.704 -0.630 0.35
H -2.250 1.489 -0.622 0.22
H -0.695 1.753 -1.386 0.22
H -0.954 2.279 0.289 0.21
H -1.347 -1.274 1.640 0.21
H -2.641 -0.261 1.008 0.22
H -1.436 0.426 2.118 0.22
C 1.690 1.126 -0.266 -0.68
C 0.928 -1.572 -1.107 -0.49
C 0.850 0.055 0.416 0.38
N 1.330 -0.579 1.449 -0.69
H 0.620 -0.786 2.152 0.34
H 2.745 0.861 -0.183 0.23
H 1.455 1.200 -1.327 0.22
H 0.782 -1.897 -2.135 0.20
H 1.970 -1.258 -1.169 0.23
H 0.881 -2.427 -0.434 0.20
H 1.504 2.085 0.222 0.24
```

Output
2S+1 = 1
SMILES string = [H]/N=C(/C)C(C)(C)NC
lowest unoccupied orbital energy = 0.82 eV
HOMO-LUMO gap = 9.797 eV
molecular weight = 114.2 g mol⁻¹
energy above the lowest of the compared OMol25 structures with the same formula, charge and spin = 335.88 kJ/mol



No. 11
The following is a DFT calculation (ωB97M-V/def2-TZVPD) of a 2-piece molecular cluster, C6H14N2 overall at a distorted geometry.

```
22
Properties=species:S:1:pos:R:3:nbo_charge:R:1
C 1.579 -0.035 0.808 -0.04
C 1.615 0.893 -0.404 -0.62
C 1.729 -1.495 0.387 -0.61
N 0.298 0.128 1.483 -0.84
H 2.432 0.221 1.470 0.15
H 0.145 1.103 1.710 0.35
H 0.282 -0.402 2.346 0.35
H 1.684 1.929 -0.087 0.20
H 0.692 0.774 -0.972 0.24
H 2.468 0.669 -1.030 0.20
H 2.693 -1.653 -0.089 0.20
H 0.936 -1.756 -0.306 0.22
H 1.662 -2.148 1.256 0.20
C -1.874 -0.309 -0.408 -0.02
C -2.544 1.875 -0.700 -0.03
C -1.399 -1.351 -1.082 -0.41
N -1.686 0.976 -0.875 -0.43
H -2.438 -0.441 0.512 0.18
H -3.497 1.735 -0.176 0.14
H -2.343 2.864 -1.088 0.17
H -0.870 -1.216 -2.009 0.20
H -1.564 -2.359 -0.746 0.20
```

Output
2S+1 = 1
SMILES string = C=CN=C.CC(C)N
lowest unoccupied orbital energy = 0.92 eV
HOMO-LUMO gap = 9.489 eV
molecular weight = 114.2 g mol⁻¹
energy above the lowest of the compared OMol25 structures with the same formula, charge and spin = 174.77 kJ/mol



Look up the 2S+1 of the fifth one. 4